Below is 12 unconnected molecules or ions with the total composition C25H74NO25S in a non-equilibrium geometry, with properties calculated with ωB97M-V/def2-TZVPD.

```
126
Properties=species:S:1:pos:R:3:lowdin_charge:R:1
S 2.10 1.79 3.30 0.1636
O 3.94 -0.39 0.39 -0.1664
O 3.78 2.39 -0.06 -0.0397
O -5.17 -4.44 -1.47 -0.0117
O 5.78 -3.53 1.20 -0.1609
O -1.52 2.47 3.97 -0.1749
O 2.40 -1.65 4.09 -0.0635
O 0.82 1.51 -5.52 -0.0339
O -0.76 -3.57 -5.47 -0.1293
O -1.95 -3.66 -2.82 -0.0410
O -2.20 2.63 -4.11 -0.0713
O 0.77 2.18 2.93 -0.3506
O 2.66 1.23 2.18 -0.3186
O -7.21 0.37 2.22 -0.0502
O 2.04 0.85 4.35 -0.2994
O -3.21 -0.21 -2.70 -0.0778
O -0.80 3.23 1.05 -0.1255
O 2.46 2.75 -2.66 -0.0816
O 2.80 3.04 3.71 -0.3753
O 7.46 3.20 -0.28 -0.1150
O 0.14 -3.91 2.85 -0.0302
O 1.60 -1.09 -4.32 -0.0571
O 4.58 5.01 -4.51 -0.0175
O -4.11 -1.29 2.24 -0.0474
O -3.96 -1.29 7.18 -0.0275
O -2.15 -0.19 4.15 -0.0813
N -0.47 -0.61 -0.20 -0.3162
C -3.40 -3.90 -2.78 -0.1766
C 4.99 3.16 0.38 -0.1283
C 1.17 -2.08 3.82 -0.2865
C -6.23 -0.61 2.73 -0.2056
C -0.50 1.65 -5.46 -0.3004
C 0.46 -1.66 0.04 -0.0292
C 1.10 -2.40 -4.45 -0.2056
C -1.36 -1.01 -1.27 -0.0853
C -2.29 3.18 2.98 -0.2553
C -2.67 -0.09 -1.43 -0.2212
C 6.16 2.57 -0.48 -0.2447
C -0.14 -2.27 -5.28 -0.2522
C -3.62 -0.48 5.99 -0.1266
C -5.19 -0.38 1.86 -0.3005
C 4.45 -1.42 1.28 -0.2474
C 4.08 4.56 -3.35 -0.2947
C -1.18 -0.25 1.05 0.0241
C 0.37 0.63 -0.68 0.0564
C -1.50 4.04 2.02 -0.2043
C -3.93 -4.30 -1.42 -0.4208
C 3.09 3.51 -3.73 -0.1928
C -0.83 2.48 -4.21 -0.2442
C 1.35 -3.52 3.24 -0.2606
C 4.98 -2.57 0.44 -0.2488
C -2.47 -1.20 5.20 -0.1042
H -0.80 2.13 -6.44 0.1368
H -1.66 0.42 4.59 0.0003
H 0.73 0.62 -1.63 0.0464
H -5.46 -0.71 1.01 0.0643
H -1.55 -1.20 5.61 0.0688
H -3.09 3.74 3.51 0.0995
H 3.53 1.96 0.64 -0.0849
H 5.43 3.21 1.45 0.1613
H 1.91 -3.09 -5.02 0.1687
H -0.01 -2.63 0.53 0.1619
H -3.68 -0.74 2.92 0.0478
H -2.57 3.38 -4.50 0.0640
H -5.64 -4.55 -0.60 0.1583
H 2.05 -4.04 3.83 0.0993
H -2.75 -2.25 4.92 0.1416
H -0.98 -1.89 -4.81 0.0722
H 3.64 5.33 -2.86 0.0930
H -6.03 -0.56 3.79 0.1276
H -6.50 -1.66 2.60 0.1329
H -2.77 0.57 -3.19 0.0994
H 1.92 -3.53 2.26 0.1223
H 3.59 -1.58 1.92 0.0846
H -3.55 -0.47 -0.92 0.1051
H -7.13 0.55 1.29 0.0647
H 5.83 -2.23 -0.34 0.1481
H -0.81 -1.09 -2.23 0.1347
H 6.29 1.44 -0.15 0.1558
H -1.96 -0.85 1.09 0.0345
H 7.28 4.22 -0.35 0.1224
H 2.93 2.61 -1.87 0.0152
H -0.09 -4.43 2.12 0.0555
H 3.59 0.42 0.94 0.0629
H -1.90 -3.35 -3.68 -0.0045
H -0.30 2.58 1.65 0.0458
H 2.27 -0.71 4.14 -0.0075
H 3.43 2.69 -4.31 0.0910
H -3.94 -3.15 -3.06 0.0621
H 5.19 -0.92 1.95 0.1348
H -0.97 -3.67 -6.48 0.1460
H -0.11 1.69 -0.46 0.1382
H -0.77 4.60 2.48 0.1136
H 1.14 0.72 -5.12 0.0429
H 5.99 2.40 -1.42 0.0276
H 1.19 -1.68 0.77 0.0634
H -0.51 2.26 3.58 0.0690
H -2.20 4.48 1.55 0.0389
H -3.55 -5.34 -1.10 0.1435
H 4.91 4.46 -2.69 0.1160
H 2.16 3.86 -4.44 0.1681
H -1.99 0.47 0.98 0.1008
H -4.49 -0.87 7.70 -0.0324
H 2.43 -1.11 -4.02 0.0299
H 0.92 -2.70 -3.26 0.1745
H 0.66 -1.50 3.16 0.0540
H -3.25 0.46 6.41 0.1332
H -2.61 1.00 -0.99 0.1649
H -1.25 0.75 -5.28 0.1411
H -3.52 -3.51 -0.72 0.1347
H 1.16 0.88 0.01 0.0894
H -0.53 3.51 -4.34 0.1178
H -1.55 -1.95 -0.90 0.0764
H -3.08 2.38 2.54 0.1305
H -0.32 -0.16 1.80 0.1529
H -3.68 -4.82 -3.34 0.1388
H -4.44 -0.25 5.62 0.0182
H 5.45 -3.80 2.16 0.1470
H 4.53 4.31 -5.12 0.0633
H 1.13 -1.82 -0.75 0.0961
H -0.52 2.05 -3.20 0.1365
H -4.87 0.57 1.61 0.1163
H 4.15 -3.00 -0.32 0.1313
H 0.59 -1.82 4.77 0.1465
H -0.26 -1.72 -6.25 0.1492
H 4.93 4.21 0.15 0.0904
```

Values from the calculation:
**Net charge**: -1
**ΔE to the lowest compared entry with this formula, charge and spin**: 104.8 kcal per mole
**Total energy**: -90617.041 eV
**HOMO energy**: -4.986 eV